C43H102N6O10 | wB97M-V/def2-TZVPD

Computed properties:
Max |F| = 3.40 eV Å⁻¹
ΔE to the lowest compared entry with this formula, charge and spin = 0.0 kcal per mole
LUMO level = 0.332 eV
SMILES string = CC1(C)CCCC(C)(C)N1O.CC1(C)CCCC(C)(C)N1O.CC1(C)CCCC(C)(C)N1O.COC[C@H](C)N.COC[C@H](C)N.COC[C@H](C)N.OCCO.OCCO
HOMO level = -7.66 eV
Charge = 0
Orbital gap = 0.294 Eh

```
161
C43H102N6O10 (wB97M-V/def2-TZVPD)
C 10.117 -18.274 -16.856
C 8.661 -18.773 -16.781
C 8.445 -19.713 -15.593
C 7.817 -17.504 -16.369
C 6.333 -17.627 -16.513
C 6.039 -18.047 -17.987
C 6.752 -19.306 -18.441
C 6.095 -20.573 -17.884
C 6.660 -19.385 -19.983
N 8.165 -19.214 -18.074
O 8.862 -20.359 -18.515
H 10.831 -19.062 -16.617
H 10.203 -17.847 -17.855
H 10.361 -17.389 -16.264
H 7.413 -19.857 -15.279
H 8.855 -20.677 -15.917
H 8.977 -19.300 -14.736
H 8.061 -17.117 -15.369
H 8.193 -16.607 -16.883
H 5.843 -18.444 -15.978
H 5.736 -16.730 -16.353
H 6.398 -17.271 -18.670
H 4.963 -18.189 -18.102
H 6.645 -21.496 -18.061
H 5.072 -20.720 -18.237
H 6.019 -20.446 -16.799
H 7.325 -18.647 -20.434
H 5.627 -19.256 -20.311
H 6.945 -20.368 -20.363
H 9.649 -20.029 -18.996
C 7.888 -26.091 -18.511
C 8.388 -24.827 -19.217
C 7.755 -24.557 -20.606
C 7.976 -23.574 -18.356
C 8.773 -23.441 -17.057
C 10.273 -23.341 -17.363
C 10.706 -24.528 -18.219
C 12.079 -24.074 -18.799
C 10.995 -25.806 -17.434
N 9.822 -24.778 -19.359
O 10.362 -25.590 -20.385
H 8.530 -26.959 -18.690
H 6.898 -26.446 -18.812
H 7.879 -26.054 -17.419
H 6.670 -24.577 -20.486
H 7.976 -25.405 -21.253
H 8.119 -23.611 -20.993
H 8.162 -22.720 -19.012
H 6.907 -23.658 -18.151
H 8.549 -24.353 -16.495
H 8.422 -22.614 -16.438
H 10.709 -23.343 -16.361
H 10.551 -22.416 -17.867
H 12.526 -24.877 -19.390
H 11.937 -23.264 -19.525
H 12.780 -23.744 -18.035
H 10.679 -25.756 -16.383
H 10.603 -26.730 -17.845
H 12.072 -25.918 -17.273
H 10.858 -24.938 -20.894
C 19.117 -19.464 -14.941
C 19.819 -19.334 -16.297
C 21.340 -19.327 -15.957
C 19.472 -20.581 -17.054
C 19.868 -20.677 -18.515
C 19.203 -19.454 -19.204
C 19.612 -18.144 -18.532
C 21.054 -17.736 -18.946
C 18.675 -17.075 -19.154
N 19.401 -18.163 -17.059
O 19.773 -16.956 -16.450
H 19.302 -18.506 -14.441
H 18.028 -19.526 -14.973
H 19.545 -20.259 -14.336
H 21.481 -18.444 -15.335
H 21.719 -20.236 -15.490
H 21.965 -19.302 -16.852
H 19.550 -21.548 -16.544
H 18.373 -20.683 -17.137
H 20.943 -20.736 -18.689
H 19.337 -21.513 -18.977
H 18.129 -19.624 -19.269
H 19.606 -19.464 -20.221
H 21.399 -16.863 -18.388
H 21.099 -17.498 -20.006
H 21.744 -18.531 -18.665
H 19.090 -16.066 -19.201
H 17.688 -17.078 -18.696
H 18.549 -17.300 -20.218
H 20.698 -16.808 -16.706
C 16.488 -20.546 -22.021
O 15.635 -19.545 -22.494
C 15.418 -19.550 -23.883
C 13.987 -19.249 -24.258
C 13.353 -17.887 -23.878
N 13.087 -20.281 -23.755
H 16.062 -21.537 -22.222
H 16.750 -20.465 -20.967
H 17.446 -20.451 -22.554
H 16.172 -18.928 -24.386
H 15.641 -20.556 -24.272
H 13.941 -19.164 -25.350
H 14.002 -17.200 -24.438
H 13.444 -17.594 -22.833
H 12.347 -17.720 -24.251
H 13.587 -21.160 -23.670
H 12.660 -20.087 -22.863
C 15.846 -23.377 -19.586
O 15.434 -22.690 -18.439
C 15.761 -21.333 -18.292
C 14.766 -20.524 -19.177
C 15.061 -19.051 -19.312
N 13.415 -20.714 -18.631
H 15.561 -24.429 -19.663
H 16.939 -23.438 -19.520
H 15.442 -22.947 -20.508
H 15.743 -21.110 -17.229
H 16.746 -21.078 -18.711
H 14.869 -21.021 -20.147
H 14.441 -18.547 -20.054
H 16.116 -18.812 -19.446
H 14.734 -18.563 -18.385
H 13.176 -20.069 -17.888
H 13.441 -21.671 -18.283
C 11.530 -14.141 -12.649
O 11.781 -13.429 -13.868
C 12.920 -13.878 -14.567
C 12.726 -15.199 -15.339
C 13.917 -15.501 -16.232
N 11.533 -15.010 -16.188
H 12.359 -14.447 -12.015
H 10.978 -15.066 -12.871
H 10.743 -13.505 -12.245
H 13.121 -13.123 -15.329
H 13.807 -14.007 -13.932
H 12.664 -16.044 -14.649
H 14.861 -15.631 -15.699
H 14.118 -14.651 -16.893
H 13.724 -16.386 -16.835
H 10.701 -14.717 -15.688
H 11.720 -14.175 -16.740
O 11.221 -19.354 -19.650
C 11.438 -19.376 -21.085
C 10.175 -19.136 -21.888
O 9.896 -17.729 -21.831
H 11.818 -19.993 -19.201
H 12.098 -18.523 -21.233
H 11.849 -20.384 -21.186
H 9.291 -19.579 -21.416
H 10.293 -19.530 -22.896
H 10.082 -17.421 -20.938
O 15.692 -26.535 -17.203
C 16.962 -26.119 -16.664
C 17.964 -25.772 -17.767
O 19.237 -25.739 -17.142
H 15.141 -26.520 -16.414
H 16.793 -25.316 -15.944
H 17.429 -26.959 -16.142
H 17.804 -24.793 -18.220
H 17.856 -26.598 -18.478
H 19.913 -25.773 -17.823
```